[1]
DFT (ωB97M-V/def2-TZVPD) results for a molecular structure, C28H30ClN6PTl.

```
67
Properties=species:S:1:pos:R:3:mulliken_charge:R:1
Tl -0.351 -0.222 -3.546 0.6275
Cl -2.861 2.368 -1.167 -0.2691
P -0.679 0.324 -0.222 0.8484
N 2.090 1.912 -1.652 0.0918
N 3.632 0.304 -1.076 0.7766
N 0.125 2.979 -2.204 -0.1683
N 2.056 3.182 -3.620 -0.7722
N -1.260 -0.815 -1.527 -0.5170
N 2.345 0.100 -3.055 -0.6698
C 2.062 -2.953 1.561 -0.8802
C 1.860 2.659 2.547 -0.7006
C 2.211 -2.477 0.233 -0.8450
C -2.881 -0.530 1.512 -0.2480
C -4.213 -3.113 -1.128 -0.8530
C 2.701 0.722 -1.993 0.3348
C 1.305 1.645 1.769 -0.6003
C -2.184 -4.327 -0.681 -0.7207
C -4.181 -0.481 1.973 -0.9541
C -4.559 1.438 0.630 -0.7316
C -3.542 -4.310 -0.869 -0.4003
C -5.020 0.488 1.522 -0.5260
C -0.042 1.625 1.417 0.9262
C 1.128 3.742 2.918 -0.5063
C 0.301 -1.356 1.930 -0.2377
C 1.279 -1.599 -0.249 -0.6085
C 0.349 -0.989 0.590 1.3064
C -1.415 -3.199 -0.896 0.5095
C 4.456 -0.834 -1.428 -1.5934
C 4.199 1.167 -0.074 -1.1279
C -2.348 0.382 0.577 -0.6872
C 1.460 2.739 -2.576 0.3648
C -3.279 1.311 0.125 1.2663
C 1.130 -2.344 2.400 -1.0618
C -2.024 -1.956 -1.291 -0.4992
C -0.776 2.753 1.840 -0.9199
C -0.250 3.788 2.596 -0.7843
C -3.451 -1.965 -1.367 0.0593
H 2.957 2.560 2.900 0.2148
H 1.151 -2.704 3.408 0.3996
H 1.991 0.840 1.597 0.7280
H -5.280 -3.077 -1.113 0.4171
H -0.338 2.248 -1.683 -0.3388
H -2.175 -1.320 1.829 0.3525
H 1.607 4.498 3.541 0.3171
H 2.956 -0.709 -3.328 0.1899
H 2.958 -2.917 -0.424 0.3486
H -3.901 -0.975 -1.520 0.4187
H 4.525 0.534 0.700 0.4509
H 2.620 -3.845 1.961 0.2677
H 5.067 1.713 -0.432 0.2972
H -4.105 -5.214 -0.682 0.3318
H -1.653 -5.187 -0.290 0.3606
H -0.362 -0.849 2.603 0.5474
H 3.459 1.847 0.338 0.2576
H 1.338 -1.280 -1.293 0.4853
H 1.367 3.763 -4.170 0.2507
H 1.623 1.993 -0.718 0.0456
H -1.817 2.785 1.600 0.2531
H -5.248 2.178 0.256 0.4328
H -6.034 0.514 1.880 0.3726
H 3.858 -1.582 -1.876 0.5919
H -0.313 -3.187 -0.869 0.1444
H 5.281 -0.500 -2.043 0.3114
H -0.833 4.643 2.913 0.4002
H -0.478 3.529 -2.785 0.2533
H 4.909 -1.235 -0.522 0.2950
H -4.505 -1.221 2.701 0.3736
```

## Properties
Largest force on an atom   0.0459 Eh/bohr
M   721.40 g/mol
Kohn-Sham gap   0.214 Eh
Charge   -1
LUMO   2.445 eV

---

[2]
DFT (ωB97M-V/def2-TZVPD) results for a molecular structure, C28H30MnN7OS2Te.

```
70
Properties=species:S:1:pos:R:3:lowdin_spin:R:1
Te 1.541 3.360 1.448 -0.0957
Mn 0.139 1.005 0.985 3.8620
S -0.347 -0.034 3.183 0.0295
S 3.226 -0.189 0.781 0.0118
O 1.680 -0.064 0.751 0.0446
N -1.553 -0.489 0.511 0.0374
N -2.214 -1.073 1.553 0.0029
N -4.793 0.174 1.637 0.0097
N -1.357 2.156 1.205 -0.0288
N -0.218 0.929 -1.205 0.0379
N -4.871 4.792 2.295 0.0093
N -2.553 -1.319 3.791 0.0039
C 0.540 1.602 -2.067 0.0063
C 5.999 0.121 -0.641 0.0001
C 0.294 1.634 -3.431 0.0011
C 3.285 3.336 0.240 -0.0062
C 5.497 -1.899 -1.846 -0.0001
C -1.279 0.251 -1.675 0.0037
C 2.878 -2.938 0.958 0.0002
C -0.793 0.929 -3.916 0.0008
C 7.352 -0.084 -0.867 0.0001
C 0.410 4.694 0.258 -0.0027
C 1.818 -5.124 -0.383 0.0000
C -3.786 2.526 1.776 0.0227
C -2.094 -0.471 -0.653 0.0062
C 3.184 -4.883 -0.425 -0.0001
C -3.402 -1.086 -1.025 0.0014
C 1.510 -3.188 1.008 0.0000
C 6.849 -2.095 -2.081 0.0000
C 0.983 -4.281 0.338 -0.0001
C -1.593 0.227 -3.025 0.0010
C 3.593 -0.591 -0.922 0.0016
C 5.068 -0.787 -1.126 -0.0001
C -4.411 3.765 2.070 0.0030
C 3.714 -3.791 0.244 0.0000
C 3.446 -1.751 1.659 0.0010
C -1.788 -0.845 2.819 0.0081
C -2.462 2.430 1.485 0.0254
C -4.431 1.264 1.733 0.0039
C 7.777 -1.190 -1.588 -0.0003
H 8.831 -1.345 -1.765 0.0000
H 5.684 0.999 -0.088 0.0002
H -2.442 -0.333 -3.383 0.0003
H -3.871 -0.525 -1.829 0.0003
H 1.407 -5.982 -0.896 0.0000
H -0.076 -4.490 0.394 0.0000
H -1.021 0.922 -4.973 0.0000
H -3.167 -1.391 1.401 0.0004
H -0.487 4.943 0.817 0.0002
H 4.782 -3.611 0.226 0.0000
H 3.022 -1.489 -1.166 0.0001
H 3.410 4.345 -0.146 -0.0012
H -4.116 -1.074 -0.202 0.0001
H -3.473 -1.697 3.615 0.0003
H 0.941 2.200 -4.084 0.0002
H 8.074 0.624 -0.488 0.0000
H 4.518 -1.817 1.855 0.0000
H -3.257 -2.112 -1.368 0.0001
H 1.379 2.142 -1.647 0.0011
H 7.174 -2.955 -2.648 0.0000
H 3.837 -5.552 -0.967 0.0000
H 0.865 -2.539 1.586 -0.0001
H 1.018 5.584 0.116 -0.0014
H 0.155 4.234 -0.691 -0.0011
H 3.215 2.624 -0.576 -0.0011
H 3.179 0.254 -1.482 0.0000
H 4.775 -2.610 -2.225 0.0000
H 4.124 3.085 0.882 -0.0004
H -2.307 -1.119 4.749 0.0005
H 2.946 -1.535 2.607 0.0001
```

## Properties
Largest force on an atom   0.0126 Eh/bohr
M   727.27 g/mol
2S+1   5
Kohn-Sham gap (alpha / beta)   0.202 / 0.259 Eh
Charge   +2
LUMO (alpha / beta)   -8.067 / -6.559 eV

---

[3]
DFT (ωB97M-V/def2-TZVPD) results for 4 unconnected molecules or ions with the total composition C28H30N2O9P.

```
70
Properties=species:S:1:pos:R:3:mulliken_charge:R:1
P -2.125 -1.685 2.606 0.1023
O -4.080 -9.100 2.060 -0.5679
O -1.008 -4.848 1.326 -0.4536
O -4.953 -0.112 0.419 -0.5522
O 0.012 1.361 -1.491 -0.4606
O -3.459 -0.464 5.354 -0.7251
O 3.365 1.242 -5.587 -0.6123
O 2.242 4.569 -3.870 -0.4942
O 5.559 6.969 -7.229 -0.5548
O -5.182 -0.646 3.907 -0.7217
N -2.022 0.006 2.851 0.6436
N -4.095 1.185 2.213 -0.6031
C 2.598 1.263 -4.643 0.3876
C -0.356 1.864 2.594 -1.6317
C -1.975 -8.097 2.368 -0.3875
C 1.181 0.853 -4.798 -0.4332
C -4.545 0.476 1.344 0.8429
C 1.126 0.323 4.013 -1.3208
C -3.125 -5.842 1.023 -0.2307
C 1.876 1.065 1.675 -1.3466
C 2.999 5.116 -4.644 0.4676
C -1.715 -5.817 1.491 0.5241
C 1.070 1.422 2.934 0.7177
C 3.779 6.311 -4.232 -0.4135
C -3.382 -8.122 1.894 0.3546
C -3.253 0.643 3.306 -0.2618
C -3.895 -6.910 1.210 -0.4752
C -1.240 0.802 1.904 -0.7340
C -4.068 -0.272 4.285 0.3736
C 3.040 1.708 -3.303 -0.4445
C 4.020 5.223 -6.872 -0.4534
C -0.803 -2.518 3.550 -1.1815
C 0.338 0.884 -3.771 -0.4129
C 2.200 1.743 -2.274 -0.1067
C -1.850 -2.044 0.827 -0.7582
C 4.799 6.417 -6.462 0.3633
C 0.781 1.333 -2.424 0.3744
C 3.184 4.620 -6.031 -0.1586
C -1.203 -7.030 2.182 -0.3429
C 4.613 6.913 -5.075 -0.3722
H -0.765 -2.014 4.518 0.4566
H 5.193 7.785 -4.798 0.3972
H 4.173 4.877 -7.887 0.4150
H -2.950 1.497 3.914 0.5037
H 2.499 2.071 -1.286 0.4005
H -2.199 -1.185 0.246 0.4334
H 0.883 0.530 -5.788 0.4224
H -1.623 -8.991 2.867 0.3902
H -0.175 -6.987 2.519 0.4233
H -4.925 -6.949 0.880 0.4120
H 2.610 3.746 -6.311 0.3773
H -2.501 -2.871 0.562 -0.0124
H 2.940 1.274 1.793 0.5005
H 1.766 -0.001 1.453 0.3264
H -3.485 -4.947 0.531 0.3492
H 0.132 0.133 4.420 0.2903
H -0.822 -2.266 0.530 0.3037
H 4.078 2.006 -3.214 0.4592
H -1.112 -3.546 3.731 0.4133
H 3.627 6.654 -3.217 0.4286
H 1.480 1.587 0.800 -0.0122
H 1.749 0.638 4.854 0.3154
H -1.862 1.316 1.168 0.2364
H -0.587 0.134 1.337 0.5464
H 1.557 2.306 3.365 0.5885
H 0.199 -2.493 3.105 0.1784
H -0.309 2.766 1.974 0.3892
H -0.701 0.590 -3.857 0.4540
H 1.541 -0.613 3.638 0.2562
H -0.857 2.150 3.524 0.4167
```

## Properties
Largest force on an atom   0.0445 Eh/bohr
M   569.53 g/mol
Kohn-Sham gap   0.139 Eh
Charge   -1
LUMO   -0.503 eV

---

[4]
DFT (ωB97M-V/def2-TZVPD) results for a molecular structure, C28H31Cl3MgO8S2Sb2.

```
75
Properties=species:S:1:pos:R:3:mulliken_charge:R:1
Sb -1.907 -1.371 2.055 0.8011
Sb -1.904 1.668 0.444 -0.3197
Cl 2.364 2.488 2.550 -0.1909
Cl 1.672 -0.766 -7.233 -0.2926
Cl 7.287 2.760 0.367 -0.2936
S 0.805 2.849 -0.868 -0.5008
S -0.131 2.087 -2.441 1.1206
Mg 0.790 0.215 -0.929 1.4312
O -1.261 2.935 -2.799 -0.7570
O -0.651 0.732 -1.998 -0.7444
O 0.393 -4.050 -2.555 -0.4926
O 1.951 0.453 0.524 -0.3388
O 2.270 -0.096 -2.173 -0.2892
O -0.088 -1.380 -0.285 0.1267
O 1.833 -2.364 -0.873 -0.6392
O 0.831 1.922 -3.518 -0.6632
C -2.206 3.815 0.194 -1.3925
C 4.771 2.527 1.355 -0.7527
C -2.788 0.838 4.153 1.2887
C -3.178 1.879 3.280 1.2446
C 1.550 -3.722 -4.553 0.9916
C -1.437 -3.302 3.051 -1.4973
C -3.673 1.632 1.925 -1.7045
C -2.074 2.481 5.801 -0.7558
C -3.031 3.199 3.727 -0.7501
C 5.239 1.361 -0.706 -1.1643
C -3.028 -0.596 3.820 -2.1072
C -0.074 -0.570 2.815 -1.0845
C 3.926 0.860 -0.739 1.2176
C -2.226 1.167 5.385 -0.6816
C 3.050 1.052 0.383 -0.1914
C 1.831 -2.966 -5.677 -0.8723
C 2.187 -5.061 -4.310 -1.3717
C 0.669 -3.211 -3.590 0.4444
C 3.417 0.271 -1.947 -0.3391
C 0.611 -2.313 -0.800 0.5789
C 1.281 -1.700 -5.817 0.3057
C -3.403 1.162 -1.043 -1.3877
C 0.131 -1.942 -3.744 -0.3791
C 3.513 1.997 1.370 0.2224
C -2.495 3.504 4.965 -0.6484
C 0.451 -1.168 -4.852 -0.9632
C 5.653 2.145 0.332 0.3865
C -0.196 -3.508 -1.382 -0.7509
H 0.733 -0.910 2.175 0.3108
H -4.146 0.658 1.803 0.5152
H -1.225 -3.160 4.110 0.4069
H 5.080 3.232 2.114 0.4359
H -3.357 4.000 3.074 0.2823
H -1.922 0.363 6.047 0.2877
H -0.517 -1.504 -2.998 0.5977
H 0.087 -0.890 3.845 0.6006
H -4.393 1.484 -0.718 0.5388
H -3.232 4.108 0.427 0.4164
H -1.234 -3.206 -1.550 0.3448
H -2.252 -4.020 2.948 0.3930
H 4.154 0.186 -2.768 0.1122
H -1.972 4.030 -0.844 0.4747
H 2.686 -5.042 -3.340 0.2625
H -0.552 -3.716 2.567 0.3862
H -0.127 0.515 2.764 0.2041
H -4.355 2.411 1.589 0.7185
H 2.505 -3.342 -6.436 0.3227
H -1.637 2.704 6.767 0.3741
H 0.091 -0.151 -4.917 0.4203
H 1.429 -5.845 -4.264 0.2888
H -1.494 4.341 0.831 0.3198
H -4.086 -0.758 3.595 0.5425
H 5.913 1.140 -1.524 0.4039
H -3.385 0.088 -1.226 0.2112
H 2.913 -5.298 -5.086 0.3907
H -0.167 -4.322 -0.656 0.3243
H -3.095 1.687 -1.943 0.4019
H -2.406 4.537 5.282 0.3797
H -2.762 -1.230 4.667 0.4884
```

## Properties
Largest force on an atom   0.0508 Eh/bohr
M   933.87 g/mol
Kohn-Sham gap   0.232 Eh
Charge   -2
LUMO   4.083 eV

---

[5]
DFT (ωB97M-V/def2-TZVPD) results for a molecular structure, C28H31Cl3MgO8S2Sb2.

```
75
Properties=species:S:1:pos:R:3:mulliken_charge:R:1
Sb -0.050 -2.393 2.010 0.0304
Sb -1.069 -0.763 -0.948 0.2219
Cl 2.186 2.220 -6.419 -0.2827
Cl -0.354 4.322 6.596 -0.2893
Cl -0.865 -0.504 4.355 -0.2650
S 3.776 -1.593 1.861 -0.5394
S 3.195 -1.172 0.032 1.2371
Mg 1.969 0.730 0.728 1.2783
O 1.107 0.509 2.434 -0.1329
O 1.695 -1.112 0.002 -0.2398
O -1.417 2.237 -0.496 -0.7201
O 3.713 -2.128 -0.929 -0.7990
O 2.820 2.332 1.503 -0.4628
O 1.553 4.077 -0.880 -0.6118
O 0.665 1.555 -0.193 0.1800
O 3.638 0.225 -0.248 -0.8141
C -0.990 -4.497 -0.082 0.3825
C 1.064 3.557 4.426 -1.1459
C 0.021 -3.891 3.672 -1.4767
C -0.217 2.429 -0.325 0.6058
C 1.133 4.373 -3.245 1.5047
C 0.258 -4.036 0.531 -1.3401
C -3.462 -5.344 -1.098 -0.6241
C -0.847 -2.774 -1.909 -2.0319
C -3.150 -0.634 -1.700 -1.4771
C -2.766 -4.310 -1.699 -0.7713
C 1.291 3.907 -4.541 -0.8276
C 0.825 1.343 3.327 -0.2372
C 0.115 3.211 5.347 0.3790
C -0.135 1.051 4.358 0.5693
C 2.582 2.036 -3.742 -0.8386
C -2.915 -5.977 0.006 -0.5856
C 0.377 5.649 -3.019 -1.8595
C 1.678 3.638 -2.182 -0.4343
C 1.430 2.645 3.413 1.2155
C 0.269 3.908 -0.303 -0.9686
C -1.535 -3.868 -1.220 1.5125
C 2.422 2.996 2.457 -0.4945
C 2.001 2.746 -4.778 0.5000
C 2.422 2.492 -2.445 -0.0822
C -1.694 -5.553 0.498 -0.4831
C -0.491 1.952 5.328 -0.7744
C -2.257 -2.495 2.013 -1.3451
C -0.261 0.057 -2.798 -1.4289
H 1.035 -4.281 3.716 0.3763
H -0.673 -4.707 3.496 0.3813
H -3.436 -6.800 0.482 0.3525
H -4.422 -5.657 -1.492 0.3665
H 2.876 3.998 2.617 0.1018
H 0.734 6.129 -2.112 0.3885
H -1.232 -2.666 -2.925 0.7256
H -0.485 4.525 -0.808 0.2191
H 0.871 4.459 -5.369 0.4216
H -3.188 -3.818 -2.566 0.3060
H 1.535 4.531 4.461 0.3717
H -0.740 -0.376 -3.675 0.6714
H 0.230 -2.915 -1.942 0.6958
H -0.404 1.132 -2.808 0.3449
H -3.727 -1.393 -1.182 0.3620
H 3.140 1.130 -3.929 0.4562
H 2.843 1.939 -1.614 0.6203
H -0.684 5.427 -2.906 0.2733
H -2.650 -1.633 1.478 0.3296
H -2.642 -2.493 3.027 0.5567
H 0.378 4.223 0.739 0.3384
H -2.585 -3.396 1.510 0.3329
H 0.494 6.335 -3.858 0.5039
H -0.207 -3.439 4.635 0.3913
H -3.244 -0.801 -2.769 0.4373
H 0.961 -3.610 -0.179 0.3187
H 0.802 -0.158 -2.808 0.3049
H -3.556 0.339 -1.453 0.3606
H 0.746 -4.831 1.095 0.7369
H -1.270 -6.038 1.369 0.2567
H -1.228 1.690 6.070 0.4642
```

## Properties
Largest force on an atom   0.0627 Eh/bohr
M   933.87 g/mol
Kohn-Sham gap   0.218 Eh
Charge   -2
LUMO   3.803 eV

---

[6]
DFT (ωB97M-V/def2-TZVPD) results for a molecular structure, C28H31Cl6F6HgN5P.

```
78
Properties=species:S:1:pos:R:3:mulliken_charge:R:1
Hg -0.181 2.460 -0.966 2.1158
Cl -4.093 -0.808 3.724 -0.1166
Cl -2.602 -5.817 2.038 -0.1729
Cl -4.774 -3.979 2.749 -0.1708
Cl 3.982 0.247 2.906 -0.1722
Cl -3.735 1.752 5.134 -0.1923
Cl 5.046 -2.148 1.541 -0.1542
P -0.142 -1.028 0.918 2.1454
F -1.432 -1.684 0.177 -0.4407
F -1.116 -0.297 1.958 -0.2975
F 1.097 -0.255 1.546 -0.4576
F 0.824 -1.697 -0.154 -0.3342
F -0.317 0.310 -0.124 -0.9355
F 0.008 -2.267 1.881 -0.3311
N -2.531 2.475 -0.816 -0.0449
N -0.810 1.282 -3.096 0.1430
N 1.938 2.260 -1.740 -0.1696
N 0.440 2.917 1.235 -0.2130
N 4.247 -5.528 -0.260 -0.5741
C -2.285 -0.079 -5.024 -0.2766
C 4.640 2.068 -2.370 -0.3088
C 2.929 -4.993 1.650 -0.5356
C 4.052 -5.537 1.062 -0.2536
C 2.758 1.524 -1.021 0.1466
C -0.592 2.897 2.031 -0.0147
C -1.710 -0.757 -3.979 -0.8600
C 3.765 2.798 -3.145 -0.7304
C 0.755 3.009 3.981 -0.4959
C -4.517 3.075 -1.995 -0.7151
C -3.247 -4.171 1.892 0.1277
C 1.848 2.972 3.155 -0.8040
C 2.434 2.821 -2.842 -0.2330
C -4.372 0.977 -0.885 -1.2088
C -1.332 1.909 -4.138 -0.2910
C 1.976 -4.395 0.833 -0.1334
C -5.086 1.830 -1.695 -0.1912
C -3.125 1.363 -0.441 -0.0886
C 2.194 -4.335 -0.538 -0.2501
C 3.631 -1.127 1.858 0.5405
C -3.193 0.064 4.975 -0.1703
C 1.613 2.920 1.802 -0.2576
C -0.505 2.944 3.408 -0.5174
C 3.355 -4.898 -1.034 -0.4146
C 4.098 1.349 -1.299 -1.0328
C -1.042 -0.031 -3.022 -0.2758
C -2.019 1.288 -5.140 -0.7517
C -3.249 3.338 -1.553 -0.2362
H 4.868 -6.044 1.565 0.3955
H 4.687 0.707 -0.657 0.4821
H -1.380 2.854 4.031 0.4312
H 0.874 3.109 5.057 0.4222
H 2.881 2.945 3.453 0.5580
H 2.807 -5.124 2.719 0.3846
H -2.580 -3.386 2.221 -0.0233
H 3.678 -4.878 -2.073 0.3822
H -1.132 2.976 -4.138 0.4674
H 2.299 1.113 -0.125 0.3178
H -2.135 -0.013 4.760 0.0980
H -1.865 -1.820 -3.869 0.4734
H 2.489 2.762 1.182 0.4844
H -2.533 0.659 0.134 0.6787
H 1.508 -3.839 -1.214 0.4003
H -4.752 0.006 -0.597 0.5115
H -1.611 2.810 1.653 0.3036
H -2.879 -0.626 -5.745 0.4383
H 1.730 3.413 -3.411 0.3876
H 2.880 -1.763 2.299 0.2032
H -3.398 -4.041 0.824 0.2226
H 1.048 -3.990 1.229 0.5821
H -5.013 3.692 -2.733 0.4155
H -0.535 -0.569 -2.222 0.4944
H 3.313 -0.755 0.899 -0.4264
H -6.039 1.566 -2.133 0.4308
H 5.698 2.041 -2.590 0.4564
H -3.402 -0.409 5.924 0.3791
H -2.832 4.333 -1.693 0.4403
H 4.148 3.373 -3.979 0.4135
H -2.442 1.877 -5.943 0.4006
```

## Properties
Largest force on an atom   0.0584 Eh/bohr
M   995.86 g/mol
Kohn-Sham gap   0.262 Eh
Charge   +1
LUMO   -3.720 eV

---

Results for DFT total energy: -64967.487, -102270.338, -60217.145, -123682.887, -123683.052, -141892.490 (in eV, following the order of the records).